A 14-piece molecular cluster, C64H144F12N14O24S12 overall. Source: OMol25; level of theory: ωB97M-V/def2-TZVPD.

Summary:
HOMO level: -10.9289 eV
LUMO level: -0.1452 Ha
DFT total energy: -301304.83674 eV
orbital gap: 6.98 eV

ORCA input file:
```
! wB97M-V def2-TZVPD RIJCOSX def2/J DEFGRID3
* xyz 2 1
C -11.47 3.60 3.23
C -10.83 3.16 1.94
C -9.29 2.72 2.23
N -8.58 2.14 0.96
C -9.35 0.85 0.41
C -8.26 3.24 -0.12
C -6.97 2.86 -0.82
C -6.38 1.69 -0.06
C -7.15 1.64 1.26
H -10.91 4.41 3.71
H -11.68 2.82 3.96
H -12.52 3.85 3.06
H -10.69 3.97 1.22
H -11.48 2.43 1.46
H -9.27 1.83 2.86
H -8.67 3.58 2.48
H -10.29 1.08 -0.09
H -9.57 0.08 1.15
H -8.66 0.39 -0.30
H -9.18 3.37 -0.70
H -7.99 4.08 0.51
H -7.04 2.59 -1.88
H -6.25 3.66 -0.61
H -6.30 0.74 -0.58
H -5.37 1.90 0.29
H -7.16 0.71 1.83
H -6.80 2.33 2.03
C -0.87 -4.19 0.09
C 0.56 -4.63 -0.32
C 1.73 -3.89 0.31
N 3.19 -4.10 -0.24
C 3.53 -5.61 0.01
C 4.16 -3.14 0.50
C 5.17 -2.70 -0.59
C 4.65 -3.06 -2.01
C 3.28 -3.74 -1.75
H -1.07 -4.12 1.16
H -1.51 -4.99 -0.26
H -1.08 -3.22 -0.36
H 0.57 -4.45 -1.39
H 0.54 -5.70 -0.12
H 1.77 -4.18 1.36
H 1.51 -2.83 0.27
H 3.31 -5.90 1.03
H 4.56 -5.88 -0.25
H 2.89 -6.11 -0.72
H 4.38 -3.74 1.38
H 3.58 -2.28 0.83
H 6.13 -3.14 -0.33
H 5.25 -1.62 -0.48
H 5.31 -3.75 -2.54
H 4.56 -2.29 -2.78
H 3.12 -4.63 -2.35
H 2.47 -3.04 -1.91
C -3.68 1.66 2.73
C -3.07 0.63 3.72
C -3.79 -0.75 3.64
N -3.27 -1.81 4.75
C -3.84 -1.19 6.13
C -1.71 -1.98 4.69
C -1.33 -3.46 4.87
C -2.63 -4.07 5.39
C -3.70 -3.24 4.67
H -3.10 2.56 2.90
H -4.70 1.87 3.06
H -3.59 1.34 1.69
H -3.12 1.20 4.65
H -2.00 0.50 3.59
H -3.71 -1.14 2.63
H -4.85 -0.60 3.85
H -3.65 -1.99 6.85
H -4.84 -0.84 5.90
H -3.13 -0.39 6.35
H -1.23 -1.50 5.54
H -1.33 -1.55 3.76
H -0.50 -3.59 5.57
H -1.11 -3.94 3.91
H -2.90 -4.01 6.45
H -2.86 -5.09 5.08
H -4.76 -3.40 4.88
H -3.60 -3.52 3.62
C 3.22 -2.83 -6.77
C 2.20 -2.44 -7.87
C 1.98 -3.57 -8.86
N 3.13 -3.56 -10.04
C 4.56 -3.50 -9.57
C 2.81 -4.90 -10.80
C 3.08 -4.60 -12.34
C 3.55 -3.08 -12.40
C 2.89 -2.49 -11.13
H 4.11 -2.30 -7.10
H 3.25 -3.91 -6.59
H 2.89 -2.43 -5.81
H 2.37 -1.46 -8.33
H 1.31 -2.34 -7.24
H 0.97 -3.41 -9.24
H 2.06 -4.48 -8.26
H 5.03 -3.78 -10.51
H 4.71 -4.33 -8.88
H 4.72 -2.53 -9.11
H 3.20 -5.77 -10.27
H 1.73 -5.07 -10.76
H 3.98 -5.08 -12.70
H 2.10 -4.69 -12.82
H 4.62 -2.92 -12.45
H 3.23 -2.68 -13.36
H 3.18 -1.47 -10.88
H 1.81 -2.46 -11.28
C 8.55 3.20 5.56
C 7.33 2.55 4.84
C 7.02 2.91 3.38
N 5.96 2.01 2.70
C 6.39 0.47 2.63
C 5.91 2.52 1.26
C 4.56 2.08 0.68
C 3.63 2.19 1.91
C 4.51 2.31 3.15
H 8.85 4.20 5.23
H 9.35 2.46 5.60
H 8.23 3.25 6.60
H 6.37 2.70 5.35
H 7.56 1.48 4.82
H 7.88 2.89 2.71
H 6.80 3.98 3.33
H 7.47 0.55 2.49
H 6.05 -0.02 1.72
H 6.15 0.07 3.62
H 6.74 2.34 0.58
H 5.97 3.61 1.23
H 4.61 1.04 0.35
H 4.26 2.61 -0.22
H 2.75 1.60 2.16
H 3.18 3.18 1.82
H 4.21 1.66 3.98
H 4.47 3.36 3.47
C -2.24 4.01 -0.73
C -1.19 4.83 -1.45
C -0.72 6.10 -0.66
N 0.71 5.89 -0.01
C 0.71 4.69 0.99
C 1.80 5.85 -1.11
C 3.04 6.42 -0.50
C 2.45 7.67 0.08
C 1.12 7.19 0.66
H -2.12 3.66 0.30
H -2.14 3.05 -1.24
H -3.27 4.28 -0.95
H -1.65 5.17 -2.38
H -0.36 4.20 -1.75
H -1.40 6.62 0.03
H -0.55 6.89 -1.39
H 0.45 3.81 0.40
H -0.07 4.81 1.74
H 1.64 4.65 1.55
H 2.02 4.84 -1.47
H 1.41 6.46 -1.92
H 3.64 5.85 0.22
H 3.64 6.77 -1.33
H 3.22 8.11 0.71
H 2.17 8.38 -0.69
H 1.10 7.02 1.74
H 0.31 7.90 0.52
C -4.95 -3.09 -5.74
C -4.46 -2.18 -4.52
C -2.91 -2.07 -4.42
N -2.34 -0.63 -4.27
C -2.67 -0.20 -2.82
C -2.89 0.26 -5.49
C -1.80 1.29 -5.79
C -0.56 0.83 -5.02
C -0.81 -0.66 -4.63
H -4.56 -4.03 -5.34
H -4.33 -2.94 -6.63
H -5.98 -3.17 -6.06
H -4.79 -2.65 -3.60
H -5.05 -1.26 -4.50
H -2.55 -2.46 -5.38
H -2.37 -2.62 -3.65
H -3.74 -0.08 -2.63
H -2.10 0.65 -2.45
H -2.32 -1.05 -2.23
H -3.86 0.65 -5.20
H -3.09 -0.39 -6.34
H -2.06 2.20 -5.24
H -1.70 1.59 -6.83
H -0.26 1.46 -4.18
H 0.33 0.80 -5.66
H -0.22 -1.03 -3.80
H -0.77 -1.26 -5.54
C -0.46 3.68 4.62
C 0.22 2.36 4.62
C 1.40 2.46 5.54
N 1.26 2.23 7.14
C 1.09 0.71 7.53
C 0.34 3.10 7.92
C 1.06 4.44 8.09
C 2.48 4.16 7.91
C 2.54 2.61 7.88
H -0.93 3.87 5.58
H -1.25 3.62 3.87
H 0.17 4.51 4.31
H 0.54 2.22 3.59
H -0.43 1.54 4.91
H 1.96 3.39 5.43
H 2.17 1.70 5.42
H 0.68 0.61 8.53
H 2.10 0.31 7.57
H 0.55 0.34 6.66
H 0.10 2.69 8.90
H -0.64 3.21 7.44
H 0.90 4.95 9.04
H 0.54 5.14 7.44
H 2.98 4.54 8.80
H 3.02 4.69 7.12
H 2.64 2.21 8.89
H 3.30 2.25 7.18
N 2.11 -6.59 3.46
S 0.70 -6.87 3.78
O -0.26 -6.31 2.90
O 0.29 -6.97 5.15
F 0.69 -8.47 3.44
S 2.37 -5.16 4.25
O 3.01 -5.32 5.56
O 1.64 -3.98 3.91
F 3.77 -4.84 3.35
N 0.81 -6.20 -5.41
S 1.88 -6.64 -4.45
O 1.71 -6.69 -3.00
O 3.17 -6.20 -4.87
F 1.83 -8.18 -4.75
S 0.05 -5.09 -4.44
O 0.74 -3.83 -4.08
O -0.88 -5.61 -3.43
F -0.96 -4.62 -5.68
N 2.40 5.47 -5.55
S 0.75 5.58 -5.24
O 0.38 6.25 -4.01
O -0.10 4.42 -5.64
F 0.37 6.79 -6.32
S 2.48 4.03 -5.14
O 2.34 2.90 -6.07
O 2.11 3.75 -3.75
F 4.10 4.03 -4.95
N 0.09 -0.28 -1.15
S -0.48 -0.10 0.42
O -0.82 1.24 0.85
O 0.17 -0.89 1.45
F -1.93 -0.78 0.26
S 1.40 0.34 -1.01
O 2.44 -0.40 -0.29
O 1.48 1.80 -0.85
F 1.93 0.04 -2.50
N 4.01 -0.11 5.49
S 3.37 -1.36 5.08
O 2.70 -2.17 6.10
O 3.87 -2.16 3.97
F 2.10 -0.67 4.47
S 5.31 -0.83 6.20
O 6.49 -1.33 5.49
O 5.04 -1.65 7.41
F 6.00 0.51 6.85
N -6.15 -3.75 -0.02
S -4.55 -3.22 -0.46
O -3.54 -3.61 0.55
O -4.45 -1.88 -1.03
F -4.19 -4.31 -1.64
S -6.29 -2.73 1.07
O -6.57 -1.34 0.62
O -5.46 -2.93 2.30
F -7.75 -3.28 1.55
*
```

These are the Mulliken partial charges, in e, on atoms 1 to 2:
1. C -1.371
2. C -0.224